[1]
{
  "formula": "C2H6N4S",
  "method": "ωB97M-V with the def2-TZVPD basis set",
  "homo_energy_ev": -8.782,
  "lumo_ev": 0.6,
  "smiles": "[H]/N=C\\N(S)/C=N\\N",
  "relative_energy_kcal_mol": 95.0,
  "total_energy_ha": -696.8747,
  "symbols": ["H", "N", "C", "N", "S", "C", "N", "N", "H", "H", "H", "H", "H"],
  "xyz": [[1.883, 0.751, 1.832], [1.410, -0.136, 1.823], [0.364, -0.282, 1.057], [0.049, 0.569, 0.020], [0.480, 2.259, -0.043], [-1.235, 0.345, -0.648], [-1.114, -0.682, -1.430], [-0.123, -1.578, -1.326], [-0.191, -1.204, 1.289], [-0.458, 2.584, 0.793], [-2.064, 1.071, -0.432], [0.810, -1.413, -0.710], [0.190, -2.284, -2.223]]
}

=====

[2]
{
  "formula": "C29H37Cl60N2O7S2",
  "method": "ωB97M-V with the def2-TZVPD basis set",
  "homo_energy_ev": -6.589,
  "total_charge": -1,
  "lumo_ev": 1.3,
  "total_energy_ha": -30170.9772,
  "symbols": ["C", "C", "O", "C", "O", "C", "C", "C", "S", "O", "O", "N", "S", "O", "O", "C", "C", "C", "N", "O", "H", "H", "H", "H", "H", "H", "H", "H", "H", "H", "H", "H", "H", "H", "H", "H", "H", "C", "Cl", "Cl", "Cl", "H", "C", "Cl", "Cl", "Cl", "H", "C", "Cl", "Cl", "Cl", "H", "C", "Cl", "Cl", "Cl", "H", "C", "Cl", "Cl", "Cl", "H", "C", "Cl", "Cl", "Cl", "H", "C", "Cl", "Cl", "Cl", "H", "C", "Cl", "Cl", "Cl", "H", "C", "Cl", "Cl", "Cl", "H", "C", "Cl", "Cl", "Cl", "H", "C", "Cl", "Cl", "Cl", "H", "C", "Cl", "Cl", "Cl", "H", "C", "Cl", "Cl", "Cl", "H", "C", "Cl", "Cl", "Cl", "H", "C", "Cl", "Cl", "Cl", "H", "C", "Cl", "Cl", "Cl", "H", "C", "Cl", "Cl", "Cl", "H", "C", "Cl", "Cl", "Cl", "H", "C", "Cl", "Cl", "Cl", "H", "C", "Cl", "Cl", "Cl", "H"],
  "xyz": [[3.921, -4.486, -2.323], [5.352, -3.890, -1.743], [5.428, -2.421, -1.771], [5.184, -1.872, -3.114], [5.508, -2.481, -4.278], [4.503, -0.354, -3.276], [2.850, -0.587, -3.259], [1.999, 0.810, -3.453], [0.453, 0.884, -2.341], [-0.772, 0.155, -2.941], [0.090, 2.408, -2.240], [0.917, 0.361, -0.740], [-0.005, -1.021, -0.200], [-1.493, -0.600, 0.104], [0.609, -1.430, 1.195], [0.128, -2.538, -1.298], [-1.307, -2.901, -2.077], [-0.888, -3.266, -3.638], [-1.388, -4.532, -4.343], [-0.104, -2.447, -4.376], [3.056, -3.722, -2.129], [3.707, -5.533, -1.790], [4.032, -4.724, -3.485], [6.264, -4.405, -2.266], [5.381, -4.206, -0.594], [4.737, 0.220, -2.266], [4.880, 0.202, -4.235], [2.571, -1.426, -4.043], [2.629, -1.043, -2.179], [2.674, 1.731, -3.105], [1.732, 1.046, -4.586], [1.048, -2.536, -2.032], [0.308, -3.463, -0.565], [-2.053, -1.996, -2.081], [-1.881, -3.792, -1.533], [-2.067, -4.206, -5.087], [-0.551, -4.872, -4.904], [3.931, 2.366, 0.045], [4.065, 0.600, -0.010], [5.231, 3.058, 1.030], [3.962, 3.043, -1.592], [2.974, 2.624, 0.507], [-3.708, 1.931, -4.086], [-2.561, 2.538, -5.293], [-4.572, 3.274, -3.318], [-4.851, 0.799, -4.828], [-3.146, 1.398, -3.315], [3.547, -3.078, 2.812], [3.682, -4.844, 2.758], [4.847, -2.386, 3.797], [3.578, -2.401, 1.175], [2.591, -2.820, 3.274], [-8.354, 4.626, -1.638], [-9.649, 5.445, -2.527], [-8.594, 2.871, -1.664], [-6.772, 5.048, -2.314], [-8.385, 4.962, -0.598], [-12.454, 3.033, -3.001], [-11.952, 1.678, -1.976], [-13.530, 2.471, -4.292], [-13.248, 4.285, -2.031], [-11.562, 3.466, -3.460], [6.868, -1.288, 7.408], [7.002, -3.054, 7.353], [8.168, -0.595, 8.393], [6.899, -0.610, 5.771], [5.911, -1.029, 7.870], [2.691, -7.398, -4.518], [2.589, -7.219, -2.758], [2.324, -5.863, -5.322], [4.295, -7.982, -4.992], [1.949, -8.137, -4.832], [5.068, 1.062, 10.169], [5.202, -0.704, 10.114], [6.368, 1.755, 11.154], [5.099, 1.739, 8.532], [4.111, 1.320, 10.631], [2.237, 0.940, 4.819], [1.602, -0.113, 3.543], [0.914, 1.758, 5.667], [3.226, 0.010, 5.958], [2.870, 1.700, 4.354], [2.113, 6.531, -0.966], [3.848, 6.507, -1.326], [1.762, 5.555, 0.470], [1.548, 8.195, -0.741], [1.579, 6.098, -1.816], [-15.502, 7.414, -2.447], [-17.258, 7.496, -2.671], [-14.664, 7.769, -3.966], [-14.985, 8.534, -1.175], [-15.241, 6.399, -2.138], [-3.037, 7.113, -2.477], [-1.491, 7.813, -1.966], [-4.079, 6.816, -1.075], [-3.847, 8.176, -3.640], [-2.837, 6.156, -2.966], [9.570, -3.167, 4.270], [7.814, -3.086, 4.045], [10.408, -2.813, 2.750], [10.087, -2.047, 5.542], [9.831, -4.183, 4.579], [-0.746, -9.471, -2.038], [-0.932, -9.306, -0.284], [-0.813, -7.884, -2.823], [0.774, -10.294, -2.428], [-1.573, -10.077, -2.417], [2.309, -8.853, 3.168], [3.009, -10.395, 3.691], [3.510, -7.891, 2.290], [0.877, -9.130, 2.163], [2.004, -8.295, 4.057], [-16.163, 0.551, -2.008], [-15.661, -0.804, -0.983], [-17.239, -0.011, -3.299], [-16.957, 1.804, -1.038], [-15.271, 0.985, -2.467], [9.485, 0.615, 13.291], [11.220, 0.591, 12.932], [9.134, -0.361, 14.728], [8.920, 2.279, 13.517], [8.951, 0.182, 12.442], [-5.998, 0.248, 0.424], [-4.852, 0.855, -0.784], [-6.862, 1.591, 1.192], [-7.142, -0.884, -0.318], [-5.436, -0.285, 1.195], [-5.704, 11.608, -3.534], [-5.317, 13.292, -3.144], [-7.448, 11.324, -3.403], [-5.127, 11.196, -5.157], [-5.195, 10.962, -2.813], [10.209, -0.472, -0.892], [9.574, -1.525, -2.167], [8.886, 0.346, -0.043], [11.198, -1.402, 0.248], [10.842, 0.288, -1.356]]
}

=====

[3]
{
  "formula": "C4H10N2O2",
  "method": "ωB97M-V with the def2-TZVPD basis set",
  "homo_energy_ev": [-14.034, -13.810],
  "total_charge": 1,
  "multiplicity": 2,
  "lumo_ev": [-3.2, -8.3],
  "relative_energy_kcal_mol": 83.0,
  "total_energy_ha": -418.0056,
  "symbols": ["O", "C", "N", "C", "O", "C", "N", "C", "H", "H", "H", "H", "H", "H", "H", "H", "H", "H"],
  "xyz": [[-1.265, 1.802, -0.290], [-0.340, 1.304, 0.309], [-0.803, 0.878, 1.607], [-0.665, -0.645, 1.753], [-1.595, -0.997, 0.749], [1.048, 0.858, -0.056], [0.998, 0.666, -1.444], [0.787, -0.801, -1.897], [-1.696, 1.237, 1.782], [-1.005, -1.094, 2.648], [0.367, -0.837, 1.525], [-1.527, -1.934, 0.546], [1.494, -0.068, 0.438], [1.764, 1.633, 0.450], [0.387, 1.277, -1.928], [-0.103, -0.872, -2.562], [1.546, -1.070, -2.653], [0.610, -1.337, -0.979]]
}

=====

[4]
{
  "formula": "C47H39BrClIrN3O4P2",
  "method": "ωB97M-V with the def2-TZVPD basis set",
  "homo_energy_ev": [-8.974, -9.841],
  "total_charge": 1,
  "multiplicity": 5,
  "lumo_ev": [-2.4, -6.5],
  "total_energy_ha": -6100.5849,
  "symbols": ["Ir", "O", "C", "C", "C", "C", "C", "C", "C", "O", "N", "N", "C", "C", "Br", "C", "C", "C", "C", "C", "C", "C", "H", "H", "H", "H", "H", "H", "H", "H", "H", "H", "H", "H", "H", "H", "N", "P", "C", "C", "C", "C", "C", "C", "C", "C", "C", "C", "C", "C", "P", "C", "C", "C", "C", "C", "C", "C", "C", "C", "C", "C", "C", "H", "H", "H", "H", "H", "H", "H", "H", "H", "H", "H", "H", "H", "H", "H", "H", "H", "H", "H", "H", "H", "Cl", "C", "C", "C", "C", "C", "C", "C", "O", "O", "H", "H", "H", "H"],
  "xyz": [[0.249, -0.313, 0.019], [-2.466, -3.273, 2.031], [-2.174, -3.147, 3.326], [-2.863, -3.930, 4.261], [-2.587, -3.817, 5.605], [-1.616, -2.929, 6.052], [-0.921, -2.153, 5.140], [-1.199, -2.248, 3.787], [-0.478, -1.347, 2.792], [-0.474, -1.803, 1.538], [-1.140, -0.026, 2.868], [-1.239, 0.694, 1.788], [-1.745, 1.883, 1.800], [-1.853, 2.673, 0.626], [-1.320, 1.760, -1.010], [-2.318, 3.932, 0.441], [-2.735, 4.950, 1.378], [-3.609, 5.939, 0.897], [-4.018, 6.982, 1.700], [-3.540, 7.089, 2.998], [-2.663, 6.130, 3.485], [-2.266, 5.070, 2.691], [-1.778, -2.752, 1.530], [-3.613, -4.611, 3.893], [-3.130, -4.423, 6.314], [-1.406, -2.841, 7.105], [-0.151, -1.474, 5.482], [0.554, -1.197, 3.178], [-1.328, 0.371, 3.787], [-2.145, 2.309, 2.720], [-2.399, 4.245, -0.593], [-3.973, 5.871, -0.118], [-4.698, 7.725, 1.311], [-3.830, 7.926, 3.615], [-2.273, 6.226, 4.487], [-1.539, 4.367, 3.064], [0.642, -1.093, -2.956], [1.842, -0.269, -2.051], [3.355, -0.725, -2.974], [4.061, -1.858, -2.580], [5.194, -2.241, -3.278], [5.627, -1.496, -4.364], [4.930, -0.361, -4.749], [3.800, 0.033, -4.053], [1.629, 1.488, -2.485], [0.962, 1.949, -3.614], [0.803, 3.311, -3.802], [1.276, 4.208, -2.857], [1.919, 3.748, -1.718], [2.105, 2.390, -1.535], [-0.650, -1.653, -1.982], [-2.110, -1.008, -2.869], [-2.119, -0.774, -4.240], [-3.271, -0.303, -4.846], [-4.411, -0.065, -4.092], [-4.405, -0.301, -2.726], [-3.256, -0.768, -2.118], [-0.793, -3.429, -2.363], [-2.046, -4.039, -2.315], [-2.171, -5.390, -2.578], [-1.050, -6.150, -2.874], [0.198, -5.551, -2.903], [0.332, -4.198, -2.641], [0.903, -1.593, -3.801], [3.726, -2.420, -1.718], [5.744, -3.118, -2.971], [6.512, -1.793, -4.906], [5.268, 0.222, -5.592], [3.272, 0.928, -4.349], [0.567, 1.248, -4.336], [0.309, 3.680, -4.687], [1.147, 5.268, -3.010], [2.268, 4.443, -0.971], [2.597, 2.015, -0.645], [-1.234, -0.967, -4.832], [-3.280, -0.127, -5.912], [-5.308, 0.297, -4.571], [-5.294, -0.122, -2.143], [-3.223, -0.948, -1.051], [-2.921, -3.453, -2.078], [-3.144, -5.857, -2.550], [-1.152, -7.204, -3.087], [1.070, -6.146, -3.126], [1.312, -3.741, -2.646], [6.051, -0.021, 6.409], [4.972, -0.009, 5.062], [5.322, -0.664, 3.887], [4.455, -0.649, 2.810], [3.244, 0.031, 2.893], [2.903, 0.677, 4.078], [3.754, 0.652, 5.166], [2.288, 0.030, 1.752], [2.318, -0.915, 0.920], [1.432, 0.943, 1.647], [6.264, -1.186, 3.821], [4.716, -1.153, 1.894], [1.961, 1.200, 4.136], [3.478, 1.143, 6.087]]
}

=====

[5]
{
  "formula": "CH3FN2O2",
  "method": "ωB97M-V with the def2-TZVPD basis set",
  "homo_energy_ev": -10.423,
  "lumo_ev": 0.4,
  "smiles": "N=C=O.ONF",
  "relative_energy_kcal_mol": 9.6,
  "total_energy_ha": -399.6420,
  "symbols": ["N", "C", "O", "H", "O", "N", "F", "H", "H"],
  "xyz": [[-2.385, 0.590, -0.166], [-1.905, -0.457, 0.227], [-1.486, -1.239, 0.997], [-3.002, 0.704, -0.904], [1.335, -1.180, -0.230], [1.025, 0.111, -0.381], [1.606, 0.851, 0.684], [0.506, -1.536, 0.119], [1.684, 0.396, -1.147]]
}

=====

[6]
{
  "formula": "C22H11BrN5O8Ru",
  "method": "ωB97M-V with the def2-TZVPD basis set",
  "homo_energy_ev": [-10.791, -10.678],
  "total_charge": 1,
  "lumo_ev": [-7.0, -7.0],
  "total_energy_ha": -4389.0062,
  "symbols": ["Ru", "Br", "C", "C", "C", "C", "C", "C", "N", "N", "C", "C", "C", "C", "O", "C", "N", "C", "C", "C", "C", "H", "H", "H", "H", "H", "H", "H", "H", "H", "O", "C", "O", "C", "C", "C", "C", "C", "C", "O", "N", "O", "O", "N", "O", "O", "H", "H"],
  "xyz": [[-0.112, -2.496, 1.110], [-0.568, 5.749, -3.461], [-1.348, 5.193, -1.857], [-0.560, 4.548, -0.903], [-1.128, 4.154, 0.288], [-2.485, 4.410, 0.520], [-3.262, 5.080, -0.423], [-2.697, 5.450, -1.626], [-3.101, 4.078, 1.730], [-2.702, 3.315, 2.588], [-2.135, 2.095, 2.578], [-1.455, 1.731, 3.765], [-0.702, 0.592, 3.867], [-0.649, -0.290, 2.777], [0.033, -1.375, 2.774], [-1.418, 0.023, 1.589], [-1.339, -0.920, 0.618], [-2.010, -0.758, -0.506], [-2.862, 0.339, -0.685], [-2.962, 1.294, 0.293], [-2.183, 1.175, 1.462], [0.486, 4.361, -1.102], [-0.525, 3.676, 1.050], [-4.299, 5.297, -0.202], [-3.289, 5.949, -2.381], [-1.502, 2.427, 4.593], [-0.143, 0.358, 4.762], [-1.883, -1.519, -1.264], [-3.445, 0.411, -1.591], [-3.656, 2.113, 0.172], [-0.471, -3.986, -0.224], [0.663, -4.325, 0.315], [0.777, -4.346, 1.580], [1.880, -4.197, -0.505], [2.709, -5.158, -1.028], [3.848, -4.721, -1.681], [4.143, -3.382, -1.818], [3.279, -2.434, -1.305], [2.133, -2.815, -0.598], [1.307, -1.927, -0.004], [3.613, -1.015, -1.542], [4.729, -0.771, -1.945], [2.747, -0.189, -1.339], [4.772, -5.719, -2.248], [5.765, -5.304, -2.803], [4.468, -6.886, -2.116], [2.496, -6.215, -0.947], [5.041, -3.066, -2.328]]
}

=====

[7]
{
  "formula": "C5H11NO",
  "method": "ωB97M-V with the def2-TZVPD basis set",
  "homo_energy_ev": -9.696,
  "lumo_ev": 1.0,
  "smiles": "CC[C@@H](C)NC=O",
  "relative_energy_kcal_mol": 5.8,
  "total_energy_ha": -327.1221,
  "symbols": ["C", "C", "C", "C", "N", "C", "O", "H", "H", "H", "H", "H", "H", "H", "H", "H", "H", "H"],
  "xyz": [[-1.696, -0.799, -0.871], [-1.238, 0.296, 0.089], [0.279, 0.537, 0.050], [0.720, 1.758, 0.866], [1.012, -0.656, 0.459], [1.703, -1.488, -0.368], [2.160, -2.564, -0.037], [-1.523, -0.487, -1.907], [-1.155, -1.738, -0.714], [-2.766, -1.001, -0.763], [-1.757, 1.227, -0.170], [-1.532, 0.064, 1.121], [0.556, 0.716, -0.998], [0.198, 2.668, 0.548], [0.515, 1.641, 1.937], [1.798, 1.905, 0.748], [0.905, -0.991, 1.409], [1.822, -1.089, -1.398]]
}

=====

[8]
{
  "formula": "C7H13O2Pd",
  "method": "ωB97M-V with the def2-TZVPD basis set",
  "homo_energy_ev": -12.420,
  "total_charge": 1,
  "lumo_ev": -5.9,
  "relative_energy_kcal_mol": 0.0,
  "total_energy_ha": -552.4855,
  "symbols": ["C", "C", "C", "C", "C", "O", "C", "C", "O", "H", "H", "H", "H", "H", "H", "H", "H", "H", "H", "H", "H", "H", "Pd"],
  "xyz": [[1.907, 1.028, 0.281], [1.527, -0.370, -0.245], [1.252, -1.383, 0.873], [0.415, -0.351, -1.305], [-0.741, 0.570, -1.076], [-1.693, 0.437, -1.939], [-1.308, 0.798, 0.263], [-2.424, -0.281, 0.563], [-2.211, -1.421, 0.324], [2.912, 1.319, -0.020], [1.238, 1.826, -0.053], [1.903, 1.026, 1.372], [2.405, -0.764, -0.759], [0.373, -1.145, 1.471], [2.113, -1.396, 1.542], [1.172, -2.391, 0.464], [0.859, -0.138, -2.284], [-0.069, -1.335, -1.376], [-1.386, -0.001, -2.754], [-1.815, 1.785, 0.277], [-0.561, 0.814, 1.059], [-3.400, 0.076, 0.984], [-2.469, 1.298, 2.337]]
}